[1]
{"formula": "C3H7NO", "method": "wB97M-V/def2-TZVPD", "species": ["C", "C", "O", "H", "H", "H", "H", "C", "N", "H", "H", "H"], "positions_angstrom": [[-1.411438, 1.044584, -0.420300], [-2.467408, 0.420851, -0.967131], [-3.722432, 0.953817, -0.946794], [-0.684988, 0.716045, 0.320159], [-1.344937, 2.136805, -0.502847], [-2.313344, -0.596509, -1.341239], [-3.736877, 1.438542, -0.107460], [3.428527, -1.306962, 1.070138], [2.300066, -0.811124, 0.727561], [4.197814, -1.463453, 0.306873], [3.569521, -1.506348, 2.128006], [2.185493, -1.026247, -0.266967]], "forces_ev_per_angstrom": [[0.0, 1.7, 0.3], [1.3, -0.8, 1.2], [0.2, 0.1, -0.7], [0.5, -1.1, -1.3], [-0.9, 0.0, 0.7], [-1.0, 0.0, 0.3], [-0.2, 0.1, -0.6], [-1.1, 0.9, -0.4], [0.2, -1.7, 0.2], [0.1, -0.7, 0.4], [0.7, 0.4, 0.0], [0.1, 1.2, -0.2]], "max_force_ev_per_a": 2.0, "lumo_energy_ev": 1.0, "smiles": "C=CO.C=N", "energy_ha": -248.38319, "multiplicity": 1, "homo_ev": -8.6}


[2]
{"formula": "C3H7NO", "method": "wB97M-V/def2-TZVPD", "species": ["C", "C", "O", "H", "H", "H", "H", "C", "N", "H", "H", "H"], "positions_angstrom": [[-0.353637, 1.417777, 0.723245], [1.059191, 0.889732, 0.803700], [1.505966, 0.329123, 1.776508], [-0.990475, 0.905829, 1.450844], [-0.761088, 1.300792, -0.285184], [-0.345334, 2.488449, 0.963043], [1.691335, 1.071399, -0.087687], [-0.506109, -1.722317, 0.046493], [0.416934, -1.383505, -0.753639], [-1.462716, -2.163986, -0.252945], [-0.359470, -1.547107, 1.115440], [0.161360, -1.599872, -1.718315]], "forces_ev_per_angstrom": [[0.0, 0.0, 0.1], [0.1, -0.1, 0.3], [-0.2, 0.2, -0.4], [0.1, 0.1, -0.1], [0.1, 0.0, 0.1], [0.0, -0.1, -0.1], [0.0, 0.0, 0.1], [0.2, 0.1, -0.1], [-0.4, -0.2, 0.1], [0.1, 0.0, 0.0], [0.0, 0.0, -0.1], [0.0, 0.0, 0.0]], "max_force_ev_per_a": 0.5, "lumo_energy_ev": 1.0, "smiles": "CC=O.C=N", "energy_ha": -248.45309, "multiplicity": 1, "homo_ev": -9.6}